ORCA calculation (ωB97M-V/def2-TZVPD) on a 2-piece molecular cluster, C3H8NP overall.

```
13
Properties=species:S:1:pos:R:3:forces:R:3:nbo_charge:R:1
C 0.5853 -1.3801 1.1475 -0.64 0.37 -0.43 -0.42
C 1.8072 -0.9489 0.3872 -0.30 -1.75 -0.90 -0.43
C 0.4777 -0.6282 -0.1952 -0.69 -0.03 0.52 -0.42
N -2.0484 1.2605 -0.4430 -1.47 -3.09 1.17 -0.94
P -1.5745 2.5721 -0.8239 3.21 3.76 -3.28 1.08
H 0.2265 -2.4225 1.1763 0.50 0.69 0.29 0.22
H 0.2810 -0.6607 1.9550 0.34 -1.32 -0.58 0.21
H 2.5653 -0.3670 0.8061 0.45 1.73 0.72 0.21
H 2.3392 -1.6849 -0.2024 -0.27 -0.54 0.08 0.21
H -0.0425 0.2774 0.0123 0.30 0.75 -0.33 0.22
H 0.0994 -1.0883 -1.1225 0.55 -0.09 0.68 0.22
H -0.4539 2.9491 -1.8650 -1.40 -0.86 1.51 -0.07
H -2.0512 3.8606 -0.6356 -0.58 0.38 0.56 -0.06
```
Positions in Å, forces in eV/Å.

Values from the calculation:
HOMO in eV: -9.745
E_LUMO in eV: -0.53
2S+1: 1
Relative energy (zero: lowest compared OMol25 entry of this formula, charge and spin) in kJ/mol: 410.15
Structure (SMILES): N#[PH2].C1CC1
Frontier orbital gap in eV: 9.22